This record from OMol25 describes 12 unconnected molecules or ions with the total composition C48H100N4O8 at a distorted geometry. The level of theory is ωB97M-V with the def2-TZVPD basis set.

The energy above the lowest of the compared OMol25 structures with the same formula, charge and spin is 30.11 kcal per mole. The value obtained for the calculated total energy is -2709.57740 Ha. Its HOMO energy is -8.00 eV. The value obtained for the orbital gap is 8.37 eV. As for the lowest unoccupied orbital energy: 0.0138 hartree. Its multiplicity is 1. Its structure (SMILES) is c1cc[nH]c1.c1cc[nH]c1.c1cc[nH]c1.c1cc[nH]c1.CCOCC.CCOCC.CCOCC.CCOCC.CCOCC.CCOCC.CCOCC.CCOCC.

```
160
C48H100N4O8, DFT ωB97M-V with the def2-TZVPD basis set
C 1.47 -7.36 -0.94
H 0.22 -5.83 -1.93
C -3.22 -4.45 -0.67
H -4.85 3.21 -2.55
H 0.88 1.13 3.00
H -2.57 -5.97 5.30
H -4.37 2.82 6.17
C -1.32 -3.05 2.22
H 5.64 -0.82 0.34
O -1.69 -1.60 -5.48
C 6.76 -2.74 -3.05
C 1.07 0.16 5.03
C -2.28 0.65 -6.42
H -4.63 0.40 0.54
C 1.39 -2.75 -1.50
C -1.79 -4.19 6.45
C 1.60 -7.70 0.42
C 3.38 -1.46 -5.00
H 4.92 2.21 3.12
H -4.91 6.08 -1.39
H -1.01 -4.66 7.06
C 5.10 -1.75 0.10
H 2.05 -0.03 5.50
N 1.21 -1.40 -5.50
C 4.88 2.32 -2.09
O -4.07 4.13 -0.84
H 0.62 1.10 5.43
C 3.24 1.12 2.14
C -4.85 3.43 5.40
H 2.58 1.97 1.69
H 8.41 -3.82 -2.61
N 1.97 -1.63 -2.16
H -3.46 -1.22 -6.45
H 1.73 4.86 -1.45
H -1.87 3.25 -1.86
H -6.34 6.14 0.62
C 4.77 1.46 2.31
H 4.39 -1.74 -4.74
H -2.80 1.14 -5.60
C 0.69 -2.32 -0.45
H 1.66 0.48 -1.78
H 5.33 0.58 2.58
H 0.96 0.68 -5.29
C -5.43 5.51 0.57
C 1.43 -0.52 -1.48
H 0.86 4.39 -4.34
C -5.12 5.12 -0.86
H 2.44 -1.64 -3.03
O 6.59 -2.53 -1.66
H 3.26 0.26 1.40
H 6.05 -3.44 -3.55
H -2.19 5.46 1.36
C 1.70 4.17 -2.32
C -2.60 -4.94 5.57
H 1.93 5.75 -3.68
H -1.03 -2.07 1.89
N 0.11 -6.09 0.27
H -2.07 -1.15 -7.44
O -4.41 1.94 3.55
C -1.22 -2.01 -3.17
C -1.09 4.58 2.92
H 4.63 -3.17 -1.51
H 3.53 0.75 -4.62
H 5.57 3.02 -2.64
H 3.18 5.05 4.14
O 0.03 5.45 2.95
H 1.01 3.40 -2.00
H -1.25 4.29 3.96
C 3.69 3.13 -1.49
H 2.23 -8.42 0.91
C -4.04 0.70 1.40
H 1.95 6.05 4.98
C -2.68 2.81 -2.46
H -5.64 3.96 5.90
H -1.39 -1.47 -2.21
H -2.62 1.05 -7.39
C 1.41 0.33 3.50
C 8.23 -3.03 -3.31
H -3.32 -2.76 0.72
H 1.78 -3.73 -1.74
C 2.96 -0.13 -4.93
H -5.59 4.59 1.19
C -2.42 -0.87 -6.45
H 2.47 6.59 3.36
H -1.24 0.97 -6.32
H 5.51 -2.56 0.77
H 0.23 -3.17 3.74
H -0.55 -5.39 0.63
C 2.29 5.68 3.98
H 0.29 -1.59 -5.76
H -3.67 -0.23 1.81
H -2.25 -2.82 2.81
H 1.09 3.93 3.95
H 0.23 5.44 -3.06
H 1.98 -7.91 -1.70
H 2.23 -3.27 -5.41
C 2.29 -2.21 -5.31
H 1.64 4.38 2.32
C -3.89 3.75 -2.24
H -3.20 -1.43 -3.97
H -4.00 -5.04 -0.15
H 0.55 -4.00 2.26
H -0.66 -4.75 3.32
C -0.21 -3.83 2.95
H 0.48 -6.98 2.19
H -4.54 5.97 1.06
H -1.91 -2.73 -0.48
H -3.75 -2.07 5.37
H -1.98 -2.02 7.05
H 8.44 -3.37 -4.34
H -3.75 -3.90 -1.48
H 1.26 -0.64 3.02
C -2.22 -2.90 6.48
H 5.42 1.71 -1.39
H -5.98 4.67 -1.35
H 6.43 -1.82 -3.47
H -5.50 2.22 1.80
H -4.12 4.09 5.05
C -3.47 -4.06 5.03
H -4.22 -4.23 4.29
H 4.38 1.63 -2.81
C -2.52 -3.35 0.17
H -3.31 4.76 2.64
H -5.69 0.61 2.51
H -2.43 2.76 -3.57
H -6.20 1.95 4.47
H 8.92 -2.24 -3.04
H 0.44 -0.72 5.23
O 3.05 3.75 -2.60
C 1.26 4.77 3.34
H 5.10 1.80 1.33
H 3.81 3.98 -0.78
C 5.23 -2.26 -1.35
C 1.17 4.99 -3.46
H -0.89 3.69 2.36
H -0.21 -1.98 -3.40
H -2.34 6.28 2.95
N -3.27 -2.88 5.59
C -4.98 1.43 2.33
C 0.68 -7.00 1.14
H -2.48 -5.13 -1.06
O 2.79 0.71 3.38
H -2.93 1.84 -2.07
H -3.18 1.26 1.12
H 4.93 -1.53 -2.07
C 0.68 -0.92 -0.46
H -3.78 4.68 -2.82
H -1.89 -0.18 -4.09
H -5.83 3.38 3.52
O -1.73 -3.92 1.17
C -2.09 -1.26 -4.13
H 4.00 -1.57 0.23
H 2.95 2.44 -0.99
H 0.22 -3.11 0.18
C 0.60 -6.27 -1.01
H 0.25 -0.25 0.30
H -1.58 -3.03 -2.99
C 1.63 -0.16 -5.23
C -2.32 5.32 2.44
C -5.40 2.66 4.22
```


This record from OMol25 describes 10 unconnected molecules or ions with the total composition C43H54F24O24 at a distorted geometry. The level of theory is ωB97M-V with the def2-TZVPD basis set.

The energy above the lowest of the compared OMol25 structures with the same formula, charge and spin is 7.18 kcal per mole. The value obtained for the calculated total energy is -5873.61024 Ha. Its HOMO energy is -10.64 eV. The value obtained for the orbital gap is 10.46 eV. As for the lowest unoccupied orbital energy: -0.0066 hartree. Its multiplicity is 1. Its structure (SMILES) is FC(F)C(F)(F)COC(F)(F)C(F)F.FC(F)C(F)(F)COC(F)(F)C(F)F.FC(F)C(F)(F)COC(F)(F)C(F)F.C[C@H]1COC(=O)O1.C[C@H]1COC(=O)O1.C[C@H]1COC(=O)O1.C[C@H]1COC(=O)O1.C[C@H]1COC(=O)O1.C[C@H]1COC(=O)O1.C[C@H]1COC(=O)O1.

```
145
C43H54F24O24, DFT ωB97M-V with the def2-TZVPD basis set
C -4.31 11.98 -16.94
H 2.73 18.96 -18.93
C 3.71 14.83 -19.86
O -1.99 11.30 -22.95
H 3.78 13.75 -19.95
H -3.76 10.27 -21.24
O 3.23 15.03 -23.42
O -8.80 8.34 -17.21
F -3.64 10.83 -17.19
O -6.14 12.23 -14.38
O 1.83 18.82 -16.28
O -2.77 20.68 -17.94
C 2.13 10.84 -19.83
H 2.58 17.31 -18.35
C 0.43 8.06 -16.39
H -5.55 14.98 -12.81
H 1.38 8.23 -15.87
H 4.91 14.98 -22.19
C -2.14 10.01 -22.58
O -5.75 12.85 -24.23
F 0.43 11.88 -26.39
F -0.96 9.32 -22.63
H -1.12 19.27 -19.21
H -3.88 14.99 -22.43
H -0.98 13.28 -26.22
F -0.69 16.88 -18.00
H -3.27 13.83 -23.60
H -6.39 6.96 -17.79
H 3.68 17.95 -16.22
H -5.97 18.40 -15.85
F -2.02 10.85 -20.36
F 3.63 9.27 -18.84
O -7.00 13.08 -16.29
O -6.58 12.26 -26.24
C 3.99 15.56 -22.34
C 3.06 15.36 -21.12
F -2.93 12.00 -25.41
H -6.00 16.03 -24.42
C -0.60 19.94 -18.53
F -5.34 12.06 -17.80
C 3.28 9.85 -20.02
C -0.18 15.97 -18.83
F 1.78 11.35 -21.03
H -3.34 13.52 -19.18
F 2.60 11.88 -19.09
C -5.51 15.10 -24.73
O 1.12 9.61 -17.99
C -8.95 7.78 -18.44
H 4.75 20.00 -16.04
H 4.14 16.61 -22.54
C 3.14 18.70 -16.82
C -4.26 17.16 -15.47
F -4.21 14.27 -16.79
F -2.16 15.57 -20.10
F -0.62 14.00 -20.02
H -5.30 8.27 -19.74
H 4.20 18.00 -18.50
C -4.58 11.97 -12.56
O -2.23 18.09 -16.03
H -0.42 19.40 -17.61
H -6.57 12.85 -12.44
F -3.03 9.35 -23.36
F -1.01 8.90 -18.08
H 2.63 16.35 -20.92
H -6.22 14.32 -22.88
O -1.81 14.50 -18.19
H -0.80 12.65 -23.90
H -4.55 12.04 -11.47
O 0.75 20.33 -15.00
C -3.41 13.21 -17.04
H 3.87 20.66 -17.45
H -5.91 9.78 -18.90
C -2.65 13.34 -18.35
H 0.58 15.37 -18.30
O -6.07 14.42 -14.75
H 0.33 20.22 -19.03
H 4.72 15.24 -19.80
H -3.95 18.68 -17.04
C -6.22 13.09 -25.48
H -4.75 10.94 -12.86
F -1.82 10.14 -25.75
C -1.23 14.97 -19.31
H 3.19 15.04 -18.93
O -3.60 17.72 -14.33
F 0.47 16.56 -19.88
F -1.36 12.01 -27.67
H -1.43 21.63 -20.45
H -6.18 17.30 -14.44
H 0.27 11.19 -19.00
C -3.70 21.46 -18.52
H -0.16 11.06 -23.88
C -5.60 8.74 -18.81
C 3.16 18.23 -18.25
C -4.08 14.02 -22.90
C -1.69 11.43 -25.41
C -2.70 10.01 -21.16
O -9.98 7.39 -18.87
H -3.29 17.05 -17.43
O 1.33 13.86 -23.64
C -5.42 14.08 -23.58
C 1.70 19.98 -15.60
F 0.56 6.97 -17.17
C -1.73 22.05 -19.49
O 2.07 14.47 -21.62
H -1.99 12.48 -18.43
C -1.10 11.61 -24.02
C -5.74 17.42 -15.42
F -0.56 7.83 -15.49
C 0.02 9.23 -17.28
O 2.85 20.71 -15.68
H 0.31 9.72 -19.94
H -4.14 13.29 -22.09
C -7.43 8.70 -17.01
C -0.87 12.21 -26.43
O -1.56 18.61 -13.95
O -6.23 14.43 -25.74
H -4.68 11.94 -15.91
H -3.64 12.30 -12.99
H -7.37 9.79 -17.06
C -1.44 21.17 -18.27
F 2.87 8.89 -20.86
H -4.73 8.75 -18.14
F -2.52 13.14 -16.02
H 4.19 10.34 -20.38
C -2.39 18.21 -14.69
H -4.07 16.08 -15.55
C -6.69 7.96 -18.13
C 0.86 10.29 -19.19
O -3.13 22.28 -19.44
C 3.79 20.06 -16.54
O -4.86 21.41 -18.30
F -2.67 8.77 -20.61
C -3.49 17.78 -16.65
H -7.13 8.33 -16.03
F -0.40 10.27 -16.50
H -1.20 22.99 -19.31
C 2.13 14.39 -22.96
H -4.27 14.23 -13.79
C -5.34 14.21 -13.55
H -1.12 21.71 -17.39
H -6.21 16.70 -16.09
C -5.72 12.78 -13.12
C -6.45 13.22 -15.25
O -7.76 7.73 -19.07
H -4.52 15.45 -25.04
```


This record from OMol25 describes a single C19H21NO4 molecule. The level of theory is ωB97M-V with the def2-TZVPD basis set.

The energy above the lowest of the compared OMol25 structures with the same formula, charge and spin is 30.40 kcal per mole. The value obtained for the calculated total energy is -1092.33638 Ha. Its HOMO energy is -9.24 eV. The value obtained for the orbital gap is 10.04 eV. As for the lowest unoccupied orbital energy: 0.0294 hartree. Its multiplicity is 1. Its structure (SMILES) is CC(C)N1C[C@@]23C=C[C@@H](O2)[C@H](C(=O)OCc2ccccc2)[C@H]3C1=O.

```
45
C19H21NO4, DFT ωB97M-V with the def2-TZVPD basis set
C -3.50 4.09 3.35
C -3.45 2.48 1.57
H -2.66 6.01 2.91
C 0.48 -0.61 -0.82
O -2.53 0.29 1.11
H -2.73 -2.48 -1.28
H -4.05 1.13 0.00
H -0.77 -2.37 -3.15
H -0.17 -0.48 1.26
H -2.06 5.41 0.60
C 1.92 -0.35 -0.40
H -4.26 2.09 3.51
O 0.29 -2.79 -0.08
C -2.54 4.68 1.24
H -4.45 0.57 1.66
C 4.85 -1.28 -2.18
O -2.03 0.73 -1.04
C 0.55 -2.09 -1.30
H -3.77 4.35 4.37
C 1.98 -2.28 -1.78
C 4.56 -2.53 0.00
C 4.14 -1.32 -0.83
C -0.71 -2.34 -2.08
C -2.82 3.42 0.75
H -1.44 -2.62 1.05
H 0.20 0.09 -1.61
H 3.97 -2.59 0.91
H 4.37 -0.41 -0.27
C -2.88 5.02 2.54
H -2.56 3.15 -0.26
H 4.52 -0.43 -2.76
C -0.96 -2.20 0.17
C -1.77 0.21 0.02
H 5.93 -1.20 -2.02
C -0.58 -0.68 0.27
H 4.42 -3.46 -0.57
H 5.61 -2.45 0.27
H 2.34 -3.28 -1.55
C -1.67 -2.39 -1.17
H 4.66 -2.20 -2.74
C -3.72 1.09 1.04
N 2.70 -1.28 -1.01
O 2.32 0.53 0.33
C -3.78 2.82 2.87
H 2.06 -2.09 -2.85
```


This record from OMol25 describes a molecular structure, C73H64IrN2O4P2. The level of theory is ωB97M-V with the def2-TZVPD basis set.

The value obtained for the calculated total energy is -4017.25843 Ha. Its HOMO energy (alpha / beta) is -12.84 / -12.84 eV. The value obtained for the orbital gap (alpha / beta) is 6.66 / 6.14 eV. As for the total charge: +2. As for the lowest unoccupied orbital energy (alpha / beta): -0.2273 / -0.2462 hartree. Its multiplicity is 2.

```
146
C73H64IrN2O4P2, DFT ωB97M-V with the def2-TZVPD basis set
H 2.31 3.74 -4.64
C -2.96 2.54 1.88
C -3.29 0.37 -0.06
C 0.74 4.11 -2.42
C -4.48 -0.20 -3.19
C 4.56 1.41 0.30
H 5.50 4.65 0.55
C -1.81 1.48 4.55
H 0.06 -2.84 -1.29
H -1.61 4.30 -4.67
C -1.71 -4.94 0.66
H 4.26 -2.18 -0.36
C 2.67 2.87 0.07
H -1.94 -0.62 -4.73
H 0.07 4.55 -3.16
N 1.13 2.18 -3.82
H -4.00 5.34 0.28
C -1.66 3.22 -4.69
P 2.19 0.05 -0.15
C 2.49 -1.90 -2.09
C 3.50 3.97 0.24
C 3.63 -1.40 3.38
H 0.65 0.20 -3.37
H -3.37 1.71 2.45
H -1.54 -1.66 2.95
H -6.43 -0.66 -3.92
C 0.00 -3.64 3.75
H -1.64 -6.63 -2.28
H 4.17 3.66 4.47
C 3.28 3.26 4.01
C 1.04 3.56 3.20
H -1.52 3.08 -6.83
C -1.46 -5.84 -1.56
H -1.86 -0.40 7.36
C -2.82 -1.45 1.31
H 2.20 5.10 4.13
H -1.85 3.08 -2.57
C 4.41 -0.52 -3.54
H -6.16 -1.07 0.96
C -1.90 1.13 -3.49
C 5.39 2.51 0.46
H 3.07 4.96 0.22
H -4.53 0.83 -3.53
N -2.39 -0.40 0.58
C -2.21 0.33 -2.22
C 3.80 0.09 -2.45
C -3.27 -1.99 -2.16
C 4.61 -2.30 3.00
C 2.84 -0.60 -1.71
H -6.33 -3.03 -3.19
H -0.44 -1.85 5.94
H 0.10 -1.17 3.66
H 6.45 2.36 0.60
C 3.26 1.92 3.64
C 2.17 4.07 3.81
C -5.11 -0.88 0.85
H -2.40 -3.11 2.52
H 0.58 -4.46 5.65
H -4.47 -2.57 2.02
H -2.71 1.74 6.47
C 1.96 -5.00 4.10
H 4.12 1.28 3.81
C 0.30 -3.53 2.40
H -2.39 -2.35 -1.67
C -1.80 2.52 -3.49
C -3.82 3.52 1.40
H -1.96 1.92 -0.77
C -1.61 2.54 -5.89
C -1.96 -5.94 -0.27
H 5.00 0.42 0.32
C -1.04 0.65 3.73
H -5.33 0.84 -0.42
H -2.54 -6.81 0.02
C 2.11 1.43 3.06
H 4.08 1.09 -2.18
H -2.15 2.44 4.21
C 4.06 -1.96 0.68
H -1.58 5.50 -0.17
H 5.16 0.02 -4.10
H 1.72 4.57 -2.54
C -3.33 -0.67 -2.55
C -1.63 -0.11 6.35
H -0.04 3.79 0.70
H 1.65 -4.11 0.84
C -0.97 -3.82 0.31
C 2.90 -0.77 2.39
C -0.54 -0.54 4.25
H 1.72 2.53 -5.78
C 3.08 -2.49 -3.20
C 4.05 -1.80 -3.92
C 2.26 -4.89 2.74
C -1.85 0.46 -4.71
C 0.84 -4.37 4.60
H 3.43 -1.17 4.42
H 2.80 -3.50 -3.48
C -4.17 -1.71 1.44
O 0.20 -1.74 0.88
C -1.10 3.71 0.89
C -0.84 -0.92 5.55
O 1.90 0.13 2.69
H -4.28 -3.88 -2.08
C -4.65 0.18 0.10
C 0.84 2.61 -2.59
C -4.35 -2.84 -2.39
H 1.62 3.00 -0.11
H -0.88 -3.19 4.18
H 0.17 4.20 3.06
H -3.57 1.89 -1.51
C -2.76 1.27 -1.12
H 0.47 0.66 -5.07
C -3.33 4.58 0.65
C -5.55 -1.04 -3.42
H -1.67 0.61 -6.84
H 4.52 -2.27 -4.77
C -1.59 2.63 1.64
H 5.60 -3.27 1.37
C -1.85 -2.27 2.10
H 2.60 -5.58 4.75
C 1.01 2.23 2.79
C 1.43 -4.16 1.90
C 1.09 0.77 -4.18
P -0.43 1.34 2.14
C 3.18 1.58 0.09
O 0.69 1.85 -1.62
C 3.08 -1.04 1.03
C -5.49 -2.37 -3.01
H 0.37 4.33 -1.42
H 1.79 -2.46 -1.49
C -2.11 1.09 5.85
H -4.88 3.44 1.60
H -0.32 -4.63 -2.92
C -0.62 -2.81 1.40
H 5.20 -2.80 3.76
C 4.83 -2.57 1.66
O -1.01 -0.28 -1.72
C -0.47 -3.72 -0.98
H 0.60 3.74 -5.16
H 2.09 0.40 -4.40
C -1.97 4.67 0.40
C -0.71 -4.73 -1.91
C 1.45 3.11 -4.90
H 3.13 -5.39 2.34
H -2.07 -5.07 1.67
C 4.86 3.79 0.43
Ir -0.29 -0.05 0.16
C -1.70 1.15 -5.90
```


Q: The lowest calculated total energy belongs to which entry?
A: C43H54F24O24


Q: The lowest calculated total energy belongs to which entry?
A: C43H54F24O24